Record 1
Here is a structure of composition C49H53GeN2O3S2Sb2W from the Open Molecules 2025 dataset. Energies are from ωB97M-V/def2-TZVPD.

```
113
Properties=species:S:1:pos:R:3
W 1.013 -1.061 -0.432
C -2.729 0.364 -2.049
C -1.347 -0.224 -2.125
N -0.925 -0.982 -1.093
N -1.971 -1.891 -0.739
C -1.518 -3.081 -0.620
S 0.182 -3.463 -0.614
S -2.543 -4.488 -0.506
C -4.189 -3.782 -0.792
C -4.789 -3.083 0.400
C -4.880 -3.722 1.635
C -5.452 -3.079 2.720
C -5.953 -1.789 2.583
C -5.882 -1.154 1.354
C -5.295 -1.797 0.271
C -0.602 -0.122 -3.301
C -1.176 0.522 -4.449
C -0.799 0.176 -5.700
C 0.172 -0.846 -5.884
C 0.781 -1.445 -4.829
C 0.489 -1.031 -3.499
O 1.191 -1.509 -2.538
H -3.142 0.246 -1.055
H -3.401 -0.113 -2.763
H -2.680 1.424 -2.304
H -4.786 -4.651 -1.076
H -4.131 -3.118 -1.654
H -4.494 -4.729 1.748
H -5.520 -3.589 3.672
H -6.403 -1.289 3.430
H -6.279 -0.153 1.237
H -5.235 -1.295 -0.689
H -1.949 1.263 -4.304
H -1.244 0.653 -6.563
H 0.442 -1.139 -6.891
H 1.545 -2.199 -4.957
C -1.675 3.159 0.501
Sb -0.937 1.270 1.185
C -2.833 0.366 1.581
C -0.546 1.960 3.211
C -1.165 1.079 4.246
C -2.336 1.483 4.886
C -2.960 0.683 5.829
C -2.409 -0.547 6.157
C -1.246 -0.959 5.530
C -0.615 -0.169 4.569
C 0.634 -0.669 3.911
Sb 0.313 -1.925 2.178
C -1.545 -2.819 2.645
C 1.649 -3.524 2.600
H -2.496 3.437 1.162
H -2.036 3.099 -0.524
H -0.882 3.903 0.557
H -3.625 1.082 1.361
H -2.896 0.093 2.634
H -2.968 -0.527 0.976
H -0.963 2.966 3.258
H 0.535 2.035 3.319
H -2.758 2.451 4.642
H -3.864 1.025 6.315
H -2.875 -1.176 6.904
H -0.800 -1.909 5.804
H 1.176 -1.332 4.588
H 1.316 0.123 3.613
H -1.587 -2.939 3.726
H -1.587 -3.789 2.157
H -2.383 -2.210 2.318
H 1.059 -4.359 2.975
H 2.361 -3.207 3.358
H 2.174 -3.828 1.696
O 4.385 -3.278 -0.277
C 3.952 -2.247 -0.682
O 2.639 -1.929 -0.477
C 4.705 -1.200 -1.469
C 4.310 0.271 -1.302
Ge 2.472 0.880 -1.771
C 2.262 2.767 -1.293
C 3.366 3.552 -0.965
C 3.224 4.914 -0.732
C 1.973 5.510 -0.825
C 0.866 4.740 -1.152
C 1.013 3.379 -1.381
C 2.270 0.083 1.110
C 3.255 -0.654 1.798
C 4.123 -0.087 2.719
C 4.054 1.268 3.006
C 3.101 2.028 2.351
C 2.235 1.441 1.435
C 2.517 1.020 -3.741
C 1.855 2.050 -4.406
C 2.045 2.271 -5.764
C 2.915 1.471 -6.486
C 3.597 0.447 -5.841
C 3.393 0.227 -4.489
H 4.634 -1.525 -2.508
H 5.747 -1.349 -1.186
H 4.960 0.855 -1.959
H 4.514 0.594 -0.282
H 4.350 3.105 -0.880
H 4.091 5.510 -0.479
H 1.863 6.572 -0.647
H -0.111 5.201 -1.231
H 0.137 2.784 -1.628
H 3.391 -1.710 1.605
H 4.861 -0.713 3.206
H 4.735 1.721 3.715
H 3.029 3.094 2.533
H 1.536 2.101 0.945
H 1.194 2.713 -3.862
H 1.520 3.081 -6.254
H 3.074 1.650 -7.541
H 4.288 -0.178 -6.391
H 3.931 -0.582 -4.021
```

* gap between HOMO and LUMO (alpha / beta): 0.22061 / 0.22059 hartree
* E_tot: -5654.83366 Ha
* net charge: +1
* relative energy (zero: lowest compared OMol25 entry of this formula, charge and spin): 363.4 kJ/mol
* LUMO energy (alpha / beta): -0.15751 / -0.15754 Eh

***

Record 2
Here is a structure of composition C49H53GeN2O3S2Sb2W at a distorted geometry from the Open Molecules 2025 dataset. Energies are from ωB97M-V/def2-TZVPD.

```
113
Properties=species:S:1:pos:R:3
W -0.393 -0.576 -0.296
C -2.836 2.322 1.550
C -1.937 1.144 1.459
N -0.974 1.168 0.582
N -0.609 2.442 0.134
C 0.014 2.483 -0.990
S 0.367 1.053 -1.971
S 0.617 4.054 -1.481
C 0.171 4.018 -3.259
C -1.313 4.181 -3.466
C -1.934 5.407 -3.242
C -3.302 5.545 -3.425
C -4.069 4.453 -3.819
C -3.462 3.222 -4.020
C -2.087 3.087 -3.843
C -2.089 0.006 2.349
C -3.150 -0.005 3.265
C -3.296 -1.008 4.194
C -2.359 -2.040 4.245
C -1.305 -2.067 3.350
C -1.184 -1.081 2.387
O -0.160 -1.153 1.551
H -2.584 3.041 0.783
H -2.753 2.807 2.524
H -3.869 1.997 1.415
H 0.538 3.079 -3.671
H 0.741 4.844 -3.684
H -1.341 6.256 -2.917
H -3.774 6.506 -3.260
H -5.136 4.567 -3.975
H -4.059 2.367 -4.320
H -1.599 2.129 -4.008
H -3.870 0.805 3.248
H -4.129 -0.987 4.886
H -2.449 -2.824 4.988
H -0.561 -2.849 3.395
C 2.894 2.328 0.735
Sb 2.231 0.314 0.472
C 3.711 -0.053 -1.024
C 3.483 -0.498 2.067
C 4.310 -1.690 1.676
C 5.693 -1.538 1.567
C 6.522 -2.606 1.259
C 5.976 -3.868 1.088
C 4.603 -4.038 1.198
C 3.754 -2.961 1.462
C 2.274 -3.183 1.517
Sb 1.282 -2.839 -0.384
C -0.516 -3.911 0.192
C 2.110 -4.619 -1.222
H 2.904 2.822 -0.230
H 3.905 2.283 1.136
H 2.249 2.883 1.413
H 3.777 -1.110 -1.273
H 4.669 0.276 -0.626
H 3.456 0.519 -1.911
H 2.841 -0.704 2.928
H 4.132 0.339 2.323
H 6.127 -0.556 1.745
H 7.592 -2.454 1.166
H 6.616 -4.718 0.878
H 4.174 -5.031 1.088
H 1.786 -2.550 2.244
H 2.048 -4.226 1.721
H -0.504 -4.905 -0.246
H -1.394 -3.414 -0.149
H -0.554 -3.985 1.270
H 1.713 -5.443 -0.627
H 3.199 -4.568 -1.118
H 1.857 -4.755 -2.275
O -2.190 -1.126 -0.112
C -2.194 -1.192 -1.457
O -0.926 -1.479 -1.875
C -3.006 -0.137 -2.221
C -3.160 -0.342 -3.757
Ge -1.839 -1.354 -4.834
C -0.060 -0.573 -5.017
C 0.022 0.675 -5.639
C 1.253 1.283 -5.857
C 2.425 0.637 -5.476
C 2.360 -0.614 -4.878
C 1.123 -1.209 -4.643
C -2.001 -3.239 -4.353
C -3.208 -3.850 -4.711
C -3.439 -5.192 -4.433
C -2.463 -5.950 -3.794
C -1.257 -5.360 -3.440
C -1.031 -4.016 -3.718
C -2.514 -1.243 -6.674
C -2.174 -2.257 -7.579
C -2.520 -2.163 -8.922
C -3.210 -1.047 -9.387
C -3.565 -0.036 -8.502
C -3.219 -0.137 -7.158
H -2.531 0.805 -2.029
H -3.987 -0.124 -1.748
H -3.278 0.633 -4.226
H -4.074 -0.916 -3.933
H -0.886 1.173 -5.971
H 1.300 2.256 -6.334
H 3.387 1.104 -5.660
H 3.270 -1.137 -4.610
H 1.091 -2.194 -4.202
H -3.968 -3.275 -5.234
H -4.379 -5.651 -4.722
H -2.644 -6.995 -3.575
H -0.486 -5.949 -2.955
H -0.087 -3.577 -3.437
H -1.635 -3.133 -7.227
H -2.248 -2.956 -9.609
H -3.470 -0.968 -10.436
H -4.107 0.833 -8.859
H -3.510 0.665 -6.479
```

* gap between HOMO and LUMO: 0.23075 hartree
* E_tot: -5654.85465 Ha
* net charge: +1
* relative energy (zero: lowest compared OMol25 entry of this formula, charge and spin): 308.3 kJ/mol
* LUMO energy: -0.14083 Eh

***

- The lowest E_tot belongs to which entry?
  number 2